Entry 1:
C35H41FGaO4S | ωB97M-V/def2-TZVPD

Structure (ORCA input):
```
! RIJCOSX wB97M-V def2-TZVPD def2/J DEFGRID3
* xyz -1 1
C 4.3906 -3.5454 -0.5151
C 3.8120 -2.6000 -1.5499
F 4.7880 -1.5843 -1.7774
Ga 2.0544 -1.7995 -0.8986
C 1.8228 0.2200 -1.2319
C 2.6707 1.0367 -0.3555
O 3.8232 1.3313 -0.5243
O 2.0316 1.4885 0.7939
C 0.4628 -2.6419 -1.9393
S -0.9168 -2.7585 -0.9151
O -2.1083 -2.2082 -1.5355
O -0.9945 -4.0872 -0.3461
H 5.3732 -3.9315 -0.8096
H 3.7054 -4.3744 -0.3182
H 4.5117 -2.9892 0.4199
H 3.6943 -3.1119 -2.5133
H 1.8802 -2.1034 0.6762
H 2.0134 0.4133 -2.2870
H 0.7679 0.4102 -1.0171
H 1.5451 0.7444 1.1770
H 0.2188 -1.9685 -2.7632
H 0.6795 -3.6408 -2.3129
H -0.6091 -1.9171 0.0987
C -1.8077 1.8325 -5.6537
C -3.0468 1.2097 -5.7269
C -3.4164 0.2837 -4.7593
C -2.5511 -0.0234 -3.7159
C -1.3140 0.6035 -3.6463
C -0.9407 1.5286 -4.6127
H -1.5170 2.5548 -6.4067
H -3.7243 1.4463 -6.5387
H -4.3810 -0.2046 -4.8190
H -2.8277 -0.7431 -2.9570
H -0.6394 0.3710 -2.8322
H 0.0255 2.0137 -4.5522
C 5.1915 -6.0127 2.3491
C 6.0342 -7.1131 2.4212
C 7.2430 -7.0197 3.0974
C 7.6071 -5.8252 3.7035
C 6.7624 -4.7258 3.6314
C 5.5547 -4.8177 2.9532
H 4.2507 -6.0818 1.8190
H 5.7490 -8.0441 1.9479
H 7.9028 -7.8767 3.1497
H 8.5499 -5.7504 4.2306
H 7.0478 -3.7935 4.1036
H 4.8968 -3.9606 2.8913
C -4.0464 5.8140 -3.4750
C -3.6202 4.5164 -3.7268
C -3.0896 3.7458 -2.7010
C -2.9917 4.2734 -1.4204
C -3.4215 5.5693 -1.1675
C -3.9472 6.3410 -2.1947
H -4.4596 6.4140 -4.2762
H -3.6987 4.1010 -4.7231
H -2.7534 2.7374 -2.9004
H -2.5814 3.6716 -0.6196
H -3.3508 5.9768 -0.1665
H -4.2847 7.3506 -1.9959
C 3.5462 -2.7463 6.8297
C 4.4473 -2.7861 5.7747
C 4.5318 -1.7164 4.8938
C 3.7186 -0.6054 5.0680
C 2.8197 -0.5652 6.1247
C 2.7324 -1.6356 7.0046
H 3.4760 -3.5829 7.5133
H 5.0812 -3.6519 5.6356
H 5.2281 -1.7478 4.0648
H 3.7831 0.2249 4.3766
H 2.1832 0.2999 6.2596
H 2.0256 -1.6059 7.8244
C -9.3562 5.1722 0.4824
C -9.2888 4.3838 -0.6582
C -8.0665 4.1620 -1.2778
C -6.9097 4.7243 -0.7557
C -6.9779 5.5103 0.3856
C -8.2002 5.7366 1.0038
H -10.3094 5.3456 0.9658
H -10.1898 3.9410 -1.0637
H -8.0129 3.5498 -2.1688
H -5.9561 4.5498 -1.2363
H -6.0745 5.9462 0.7934
H -8.2519 6.3516 1.8935
*
```

Values from the calculation:
Gap between HOMO and LUMO, Ha: 0.304
HOMO energy, eV: -5.957

---

Entry 2:
C35H41N2P2PtSSi2Te | ωB97M-V/def2-TZVPD

Structure (ORCA input):
```
! RIJCOSX wB97M-V def2-TZVPD def2/J DEFGRID3
* xyz -1 1
Pt 1.4104 0.0490 0.2693
C -1.5469 3.2980 -2.5292
Si -0.5026 2.7472 -1.0789
C 1.0129 3.8279 -1.0579
C -1.4589 3.0980 0.4716
N -0.1638 1.0738 -1.1195
P 0.5116 0.1868 -2.2606
C 1.4206 -1.0698 -1.5343
P 0.7002 -2.4250 -0.7811
N -0.0518 -1.9903 0.5345
Si -0.4514 -2.9254 1.9072
C 1.0253 -3.5764 2.8508
C -1.4484 -4.4629 1.5129
C -1.4945 -1.8513 3.0321
C -0.2792 -3.4106 -1.9787
C -1.6661 -3.4577 -1.8620
C -2.4311 -4.1746 -2.7789
C -1.8134 -4.8398 -3.8289
C -0.4316 -4.7671 -3.9796
C 0.3270 -4.0479 -3.0657
C 2.0841 -3.5678 -0.3329
C 2.0114 -4.9529 -0.4696
C 3.0454 -5.7772 -0.0265
C 4.1681 -5.2248 0.5689
C 4.2530 -3.8430 0.7223
C 3.2265 -3.0274 0.2747
C 1.7063 1.1872 -3.2478
C 2.9813 1.4444 -2.7281
C 3.8621 2.2820 -3.3952
C 3.4936 2.8746 -4.6003
C 2.2389 2.6228 -5.1313
C 1.3527 1.7852 -4.4560
C -0.6675 -0.3820 -3.5386
C -0.2445 -1.0445 -4.6932
C -1.1682 -1.4862 -5.6320
C -2.5270 -1.2713 -5.4236
C -2.9594 -0.6350 -4.2688
C -2.0309 -0.2014 -3.3250
H -1.6240 4.3930 -2.5296
H -2.5605 2.8832 -2.4718
H -1.1137 2.9888 -3.4869
H 0.7390 4.8438 -0.7456
H 1.4937 3.8859 -2.0418
H 1.7499 3.4381 -0.3455
H -1.6540 4.1756 0.5674
H -0.8881 2.7692 1.3496
H -2.4208 2.5701 0.4732
H 1.3523 -4.5390 2.4335
H 0.7630 -3.7348 3.9067
H 1.8765 -2.8957 2.8080
H -0.9609 -5.0766 0.7453
H -2.4582 -4.2211 1.1560
H -1.5427 -5.0714 2.4223
H -1.3514 -0.7945 2.7783
H -1.2343 -1.9910 4.0907
H -2.5614 -2.0854 2.9180
H -2.1371 -2.9240 -1.0438
H -3.5092 -4.2047 -2.6775
H -2.4064 -5.4065 -4.5360
H 0.0520 -5.2642 -4.8136
H 1.4024 -3.9756 -3.1931
H 1.1322 -5.4084 -0.9030
H 2.9652 -6.8510 -0.1456
H 4.9718 -5.8641 0.9161
H 5.1234 -3.3981 1.1938
H 3.3099 -1.9575 0.3979
H 3.2768 0.9789 -1.7989
H 4.8436 2.4718 -2.9733
H 4.1848 3.5262 -5.1232
H 1.9419 3.0788 -6.0684
H 0.3709 1.6120 -4.8759
H 0.8152 -1.2145 -4.8531
H -0.8312 -2.0007 -6.5239
H -3.2469 -1.6124 -6.1578
H -4.0191 -0.4852 -4.0961
H -2.3509 0.2833 -2.4099
Te 2.7152 1.5688 1.8475
C 2.9142 0.5150 3.6697
C 2.0590 -0.3981 4.2160
C 2.4672 -0.8575 5.5108
C 3.6281 -0.2840 5.9327
S 4.2156 0.8094 4.7518
H 1.1646 -0.7225 3.7017
H 1.9152 -1.5869 6.0916
H 4.1664 -0.4461 6.8581
*
```

Values from the calculation:
Gap between HOMO and LUMO (alpha / beta), Ha: 0.224 / 0.224
HOMO energy (alpha / beta), eV: -3.950 / -3.950
Relative energy (zero: lowest compared OMol25 entry of this formula, charge and spin), kcal/mol: 4.4

---

Entry 3:
C35H42AsFeN3O2S | ωB97M-V/def2-TZVPD

Structure (ORCA input):
```
! RIJCOSX wB97M-V def2-TZVPD def2/J DEFGRID3
* xyz 1 2
Fe 0.1272 1.1455 0.2865
C -4.8016 -3.6313 -0.1050
C -3.6949 -4.2024 0.7396
C -3.8067 -5.4587 1.3250
C -2.7840 -5.9951 2.0929
C -1.6175 -5.2712 2.2883
C -1.4790 -4.0184 1.7111
C -2.5135 -3.4889 0.9461
N -2.3795 -2.2236 0.2983
C -1.6633 -1.1592 0.7508
N -1.5756 -1.0347 2.0833
C -0.7641 -0.1329 2.7830
C 0.0967 0.7246 2.1377
C 0.9143 1.5943 2.8420
C 0.8573 1.6059 4.2279
C -0.0125 0.7422 4.8810
C -0.8288 -0.1360 4.1846
C -1.7586 -1.0754 4.9068
N -1.2006 -0.2481 -0.0653
C -1.0935 -0.6085 -1.4603
C -0.2604 -1.6694 -1.8175
C -0.1446 -2.0632 -3.1383
C -0.8696 -1.3989 -4.1186
C -1.6879 -0.3401 -3.7657
C -1.8150 0.0740 -2.4398
C -2.7029 1.2276 -2.0939
H -5.6906 -4.2557 -0.0444
H -4.5122 -3.5740 -1.1586
H -5.0653 -2.6227 0.2183
H -4.7199 -6.0223 1.1771
H -2.8944 -6.9793 2.5282
H -0.8066 -5.6847 2.8731
H -0.5567 -3.4632 1.8325
H -2.6109 -2.1966 -0.6827
H -2.0887 -1.7113 2.6247
H 1.5985 2.2557 2.3199
H 1.4821 2.2840 4.7937
H -0.0618 0.7509 5.9630
H -1.6899 -0.9200 5.9811
H -1.5067 -2.1228 4.7137
H -2.8008 -0.9165 4.6164
H 0.3161 -2.1592 -1.0452
H 0.5137 -2.8805 -3.4018
H -0.8014 -1.7081 -5.1534
H -2.2546 0.1769 -4.5315
H -3.3055 1.5126 -2.9568
H -2.1011 2.0763 -1.7851
H -3.3657 0.9935 -1.2588
C 7.9183 -0.2229 -1.4607
C 6.4459 -0.0263 -1.2257
C 5.7433 0.9793 -1.8741
C 4.3851 1.1778 -1.6670
C 3.7032 2.2794 -2.4443
C 3.7077 0.3264 -0.7790
C 4.3886 -0.7287 -0.1419
C 3.7223 -1.7203 0.7817
C 5.7478 -0.8728 -0.3740
C 2.2918 0.5829 -0.4537
O 1.4879 -0.3263 -0.1330
O 1.8085 1.7656 -0.4496
H 8.3657 0.6504 -1.9325
H 8.0872 -1.0811 -2.1146
H 8.4398 -0.4197 -0.5239
H 6.2649 1.6314 -2.5660
H 4.3350 2.5850 -3.2766
H 3.5182 3.1477 -1.8118
H 2.7383 1.9593 -2.8369
H 3.0627 -1.2379 1.5014
H 4.4780 -2.2897 1.3199
H 3.1049 -2.4165 0.2125
H 6.2805 -1.6724 0.1290
C -1.0621 4.7367 -2.4864
As -1.8794 4.5984 -0.7614
C -1.7749 6.3465 -0.0049
C -3.7446 4.2644 -1.0375
S -0.9418 3.2565 0.5626
H -1.5464 5.5354 -3.0475
H -1.1539 3.7941 -3.0209
H -0.0098 4.9720 -2.3414
H -2.2760 7.0450 -0.6729
H -0.7270 6.6163 0.1027
H -2.2517 6.3494 0.9722
H -4.2206 5.1895 -1.3615
H -4.1787 3.9364 -0.0957
H -3.8778 3.4973 -1.7909
*
```

Values from the calculation:
Gap between HOMO and LUMO (alpha / beta), Ha: 0.285 / 0.308
HOMO energy (alpha / beta), eV: -10.581 / -10.599

---

Entry 4:
C35H42CdN2OPS2 | ωB97M-V/def2-TZVPD

Structure (ORCA input):
```
! RIJCOSX wB97M-V def2-TZVPD def2/J DEFGRID3
* xyz -1 1
Cd 0.5599 0.5068 -1.4890
C 2.2836 -2.0993 -3.2754
C 1.2683 -1.2247 -3.6104
C 1.7701 0.1121 -3.4763
C 3.1375 -0.0100 -3.1109
C 3.4319 -1.3526 -2.9676
H 2.2133 -3.1774 -3.2612
H 0.3007 -1.4685 -4.0219
H 1.3669 0.9624 -4.0172
H 3.8310 0.8145 -3.0351
H 4.3863 -1.7644 -2.6762
C -1.7298 -2.2398 -2.1204
C -2.0565 -0.8676 -1.5982
N -1.7202 0.1372 -2.3449
N -2.2508 1.3463 -2.1678
C -1.6530 2.4627 -2.1425
S 0.0046 2.8865 -2.0018
S -2.7430 3.8842 -2.2500
C -3.7338 3.6502 -0.7169
C -5.0344 2.9897 -1.0190
C -5.9630 3.6325 -1.8304
C -7.1639 3.0242 -2.1387
C -7.4495 1.7624 -1.6419
C -6.5269 1.1154 -0.8381
C -5.3236 1.7251 -0.5304
C -2.6718 -0.7314 -0.2842
C -3.7235 -1.5352 0.1402
C -4.3187 -1.3546 1.3729
C -3.8586 -0.3366 2.2036
C -2.7903 0.4426 1.8325
C -2.1228 0.2608 0.5923
O -1.0566 0.9134 0.3044
H -1.6967 -2.2307 -3.2085
H -0.7516 -2.5620 -1.7541
H -2.4726 -2.9611 -1.7863
H -3.1247 3.0662 -0.0302
H -3.8780 4.6576 -0.3231
H -5.7193 4.6070 -2.2288
H -7.8796 3.5311 -2.7721
H -8.3869 1.2830 -1.8873
H -6.7363 0.1296 -0.4492
H -4.6033 1.2158 0.0885
H -4.1188 -2.2875 -0.5312
H -5.1470 -1.9786 1.6798
H -4.3450 -0.1553 3.1558
H -2.4379 1.2309 2.4842
C 0.3333 -1.4658 2.2424
C 1.3874 -0.3866 2.5174
C 0.6842 0.9290 2.8368
C 2.2301 -0.8311 3.7120
P 2.2798 -0.1999 0.8428
C 3.1826 -1.8007 0.8612
C 2.6571 -2.8082 0.0580
C 3.2236 -4.0684 0.0355
C 4.3357 -4.3391 0.8136
C 4.8667 -3.3470 1.6194
C 4.2929 -2.0896 1.6482
C 3.6426 1.1356 0.9183
C 4.2212 1.5108 2.2814
C 4.7626 0.6668 -0.0133
C 2.9914 2.3801 0.2994
H -0.3404 -1.5592 3.0931
H 0.7948 -2.4364 2.0627
H -0.2689 -1.2012 1.3753
H 0.0220 0.7967 3.6923
H 0.0800 1.2385 1.9845
H 1.3939 1.7177 3.0752
H 1.5618 -0.9881 4.5591
H 2.9582 -0.0805 4.0022
H 2.7440 -1.7693 3.5151
H 1.8009 -2.5838 -0.5671
H 2.8043 -4.8377 -0.5969
H 4.7923 -5.3183 0.7875
H 5.7326 -3.5555 2.2335
H 4.7179 -1.3338 2.2895
H 4.6773 0.6616 2.7828
H 3.4640 1.9398 2.9317
H 4.9973 2.2637 2.1382
H 5.3980 -0.0800 0.4569
H 5.3856 1.5127 -0.3036
H 4.3335 0.2295 -0.9146
H 2.0525 2.6315 0.7926
H 2.7832 2.2145 -0.7602
H 3.6586 3.2386 0.3801
*
```

Values from the calculation:
Gap between HOMO and LUMO, Ha: 0.254
HOMO energy, eV: -4.493
Relative energy (zero: lowest compared OMol25 entry of this formula, charge and spin), kcal/mol: 28.5

---

Entry 5:
C35H42F10NO34P | ωB97M-V/def2-TZVPD

Structure (ORCA input):
```
! RIJCOSX wB97M-V def2-TZVPD def2/J DEFGRID3
* xyz 0 1
C -0.6599 -1.4334 -3.6095
C 0.3917 -2.2388 -2.8120
C 1.8119 -1.7764 -3.2302
C 2.6873 -2.8651 -3.8680
O 3.8744 -2.8998 -3.1024
O 4.8282 -3.7188 -3.7814
C 5.9785 -3.5422 -3.1098
O 6.9725 -3.4332 -3.6924
O 5.8735 -3.4847 -1.7968
P 7.3095 -3.0749 -1.0352
N 7.8925 -1.6850 -1.4103
H -0.3108 -0.4060 -3.6072
H -1.6439 -1.4232 -3.1305
H -0.7853 -1.8188 -4.6176
H 0.2480 -1.9475 -1.7763
H 0.2388 -3.3089 -2.8982
H 1.7364 -0.9351 -3.9070
H 2.3362 -1.4428 -2.3418
H 2.9448 -2.5252 -4.8739
H 2.1913 -3.8287 -3.9778
H 7.0449 -3.1294 0.3491
H 8.2957 -4.0339 -1.3158
H 7.9199 -1.0956 -0.5770
O 6.7865 -0.4098 0.6740
C 5.9010 -0.5126 1.4516
O 6.0160 -0.3032 2.7827
C 4.7034 -0.3948 3.3481
C 3.9832 -1.2350 2.3300
F 2.6718 -0.8902 2.2478
O 4.6298 -0.8666 1.1154
H 4.2755 0.5991 3.4347
H 4.7315 -0.8522 4.3330
H 4.0722 -2.3053 2.4819
O -3.5721 -0.6067 -2.0384
C -3.7994 0.4395 -2.5446
O -5.0398 0.8798 -2.8788
C -4.9080 2.2323 -3.3407
C -3.4682 2.2766 -3.7747
F -2.9244 3.5087 -3.5884
O -2.8472 1.3614 -2.8835
H -5.1198 2.9173 -2.5206
H -5.5931 2.4375 -4.1554
H -3.2948 1.9573 -4.8029
O 3.6568 1.5754 5.3761
C 2.8116 2.2467 4.9064
O 3.0310 3.2607 4.0374
C 1.7534 3.7250 3.5875
C 0.8478 3.2803 4.7100
F -0.3903 2.9702 4.2632
O 1.4836 2.1002 5.1646
H 1.5000 3.2428 2.6420
H 1.7570 4.8042 3.4464
H 0.7662 3.9898 5.5356
O 2.4318 -3.4688 3.1350
C 1.4608 -3.1751 3.7509
O 1.3795 -3.2024 5.1044
C 0.1107 -2.6463 5.4696
C -0.6960 -2.8645 4.2184
F -1.6114 -1.8778 4.0411
O 0.2902 -2.7699 3.1958
H 0.2318 -1.5868 5.7035
H -0.3079 -3.1552 6.3345
H -1.1873 -3.8336 4.1641
O -5.3202 6.0325 -0.9116
C -4.5320 5.2780 -0.4523
O -4.5236 3.9427 -0.6862
C -3.3400 3.4008 -0.0725
C -3.0448 4.4397 0.9852
F -1.7224 4.5767 1.2178
O -3.5218 5.6346 0.3866
H -2.5536 3.3246 -0.8165
H -3.5273 2.4142 0.3398
H -3.5597 4.2788 1.9339
O -5.5899 3.6008 -6.1698
C -6.3847 4.4265 -5.8628
O -6.1356 5.4413 -5.0034
C -7.2886 6.2940 -4.9949
C -8.3723 5.3549 -5.4562
F -9.3252 5.9993 -6.1701
O -7.6680 4.4711 -6.3167
H -7.1332 7.1209 -5.6888
H -7.4714 6.6971 -4.0020
H -8.8463 4.7825 -4.6568
O -6.7334 9.6584 -4.3184
C -5.6046 9.6537 -4.6688
O -4.5607 10.0823 -3.9172
C -3.3591 9.7818 -4.6342
C -3.8538 9.6973 -6.0559
F -3.1439 8.8002 -6.7811
O -5.1770 9.2170 -5.8919
H -2.9539 8.8315 -4.2838
H -2.6136 10.5601 -4.4912
H -3.8768 10.6516 -6.5851
O -1.0308 2.0015 0.1914
C 0.1059 1.9903 -0.1519
O 1.1518 2.4118 0.6089
C 2.3583 2.0964 -0.1077
C 1.8637 2.0222 -1.5300
F 2.5584 1.1149 -2.2565
O 0.5326 1.5564 -1.3687
H 2.7509 1.1399 0.2426
H 3.1144 2.8648 0.0370
H 1.8565 2.9795 -2.0554
O -2.3303 -5.4568 4.8336
C -1.6312 -6.3850 5.0760
O -0.2837 -6.3127 5.1751
C 0.1867 -7.5943 5.6089
C -0.9342 -8.4990 5.1749
F -1.0842 -9.5514 6.0157
O -2.0727 -7.6544 5.2808
H 0.3115 -7.5868 6.6937
H 1.1380 -7.8416 5.1359
H -0.8488 -8.8644 4.1502
O 2.4005 -7.4809 3.6635
C 3.1312 -8.3892 3.8801
O 4.4778 -8.2931 3.9599
C 4.9795 -9.5700 4.3724
C 3.8694 -10.4960 3.9452
F 3.7544 -11.5573 4.7765
O 2.7188 -9.6748 4.0790
H 5.1227 -9.5726 5.4538
H 5.9269 -9.7930 3.8886
H 3.9445 -10.8497 2.9157
*
```

Values from the calculation:
SMILES: CCCCOOC(=O)O[PH2]=N.O=C1OC[C@@H](F)O1.O=C1OC[C@@H](F)O1.O=C1OC[C@@H](F)O1.O=C1OC[C@@H](F)O1.O=C1OC[C@@H](F)O1.O=C1OC[C@@H](F)O1.O=C1OC[C@@H](F)O1.O=C1OC[C@@H](F)O1.O=C1OC[C@@H](F)O1.O=C1OC[C@@H](F)O1
Gap between HOMO and LUMO, Ha: 0.320
HOMO energy, eV: -8.437